No. 1
The following is a DFT calculation (ωB97M-V with the def2-TZVPD basis set) of C46H37HoNO8PS2 as an isolated structure.

The geometry in XYZ format:
```
96
Properties=species:S:1:pos:R:3:forces:R:3
Ho 13.382 14.332 12.301 0.4 1.1 -0.3
O 17.053 15.945 10.793 1.5 0.8 0.1
C 16.093 15.261 11.019 -2.0 -1.4 2.6
O 15.520 14.979 12.181 1.6 0.3 -2.4
C 15.433 14.604 9.855 -1.6 -0.8 -2.3
C 16.071 14.585 8.603 0.5 0.2 0.1
C 15.451 14.074 7.475 -1.3 -1.0 1.4
C 14.186 13.451 7.666 0.2 0.2 -0.8
C 13.569 13.515 8.904 1.7 1.5 0.2
N 14.174 14.130 9.959 0.4 -0.3 -0.2
H 17.080 14.990 8.585 -0.3 0.1 -0.2
H 15.910 14.095 6.508 0.3 0.0 -0.3
H 13.635 12.957 6.836 0.6 0.5 0.6
H 12.555 13.239 9.025 -0.8 -0.6 0.5
C 12.493 19.915 16.098 1.1 0.4 0.7
C 12.233 18.575 15.943 -1.2 -0.4 0.0
C 13.094 17.772 15.217 0.8 -0.1 -0.2
C 14.346 18.288 14.836 0.0 1.8 1.1
C 14.693 19.641 15.159 -0.4 -1.3 0.4
C 13.771 20.446 15.812 0.0 0.0 -0.6
P 15.503 17.200 14.027 -0.4 -2.0 0.0
C 17.164 17.371 14.717 0.3 0.4 0.9
C 17.486 17.831 16.014 -1.5 -0.3 -0.9
C 18.605 17.411 16.669 0.6 1.0 1.0
C 19.531 16.589 16.082 -0.3 -0.5 -1.0
C 19.305 16.222 14.753 -0.6 -0.1 -0.3
C 18.135 16.638 14.048 2.0 -0.6 0.9
C 15.639 18.067 12.503 -0.6 0.8 -2.0
C 16.625 18.976 12.209 0.8 -0.1 0.5
C 16.533 19.841 11.088 0.2 0.1 -0.4
C 15.453 19.847 10.242 -0.6 -1.6 0.8
C 14.433 18.837 10.477 1.2 0.4 0.9
C 13.274 18.863 9.706 -0.6 0.0 -0.9
C 12.134 18.203 10.041 0.8 -1.4 2.5
C 12.233 17.265 11.170 0.0 1.5 -1.5
C 13.402 17.109 11.886 -0.9 -2.1 0.8
C 14.496 17.929 11.594 1.0 1.9 -0.3
H 11.704 20.466 16.558 -0.1 0.8 0.4
H 11.296 18.167 16.397 0.7 0.3 -0.8
H 12.787 16.766 14.900 0.4 0.3 0.3
H 15.715 20.017 14.986 -0.6 -0.3 -0.2
H 14.136 21.463 16.016 -0.8 -0.3 0.1
H 16.749 18.438 16.516 0.0 0.1 0.2
H 18.831 17.823 17.649 -0.2 -0.2 0.1
H 20.340 16.224 16.690 0.4 -0.2 -0.2
H 19.974 15.502 14.280 -0.1 0.4 -0.1
H 18.047 16.340 13.012 -0.4 -0.2 0.0
H 17.535 19.054 12.880 -1.2 0.0 -0.9
H 17.370 20.501 10.909 0.0 0.3 0.0
H 15.254 20.582 9.460 0.4 -0.2 0.1
H 13.336 19.365 8.764 -0.2 0.9 -0.4
H 11.187 18.415 9.602 -0.5 -0.2 -0.8
H 11.351 16.671 11.390 0.0 0.0 0.1
O 11.291 14.660 12.852 -1.1 -0.2 -0.3
C 10.713 13.844 12.027 0.7 0.4 -0.3
O 11.360 13.394 11.029 -0.6 0.7 1.2
C 9.284 13.552 12.354 -1.1 -0.3 0.1
C 8.349 14.613 12.394 1.4 -0.7 -0.2
C 7.020 14.456 12.682 -0.8 -0.5 -0.8
C 6.540 13.146 12.850 0.8 -1.1 0.7
C 7.433 12.086 12.954 1.6 0.7 -0.7
C 8.870 12.246 12.717 -1.4 0.7 0.0
S 9.951 10.938 12.870 0.4 -0.6 0.3
H 8.717 15.579 12.127 0.2 0.7 0.0
H 6.353 15.296 12.524 -0.1 0.0 0.3
H 5.508 12.850 12.965 -0.4 0.5 0.0
H 7.158 11.055 13.139 -0.4 0.1 0.0
O 13.435 13.872 14.511 -1.8 -0.3 2.4
S 12.186 13.526 15.422 0.9 0.6 -3.0
C 12.272 11.758 15.774 -0.6 0.3 0.6
C 12.692 11.592 17.274 -0.1 -1.1 -1.6
C 12.599 12.928 17.986 -2.1 0.3 1.0
C 12.501 14.143 17.060 0.6 0.5 0.2
H 12.926 11.317 15.011 0.0 0.1 0.3
H 11.244 11.442 15.537 0.3 -0.2 0.1
H 13.710 11.238 17.208 0.5 0.2 0.3
H 12.152 10.730 17.734 0.1 1.0 -0.1
H 13.425 13.035 18.639 0.8 0.2 0.8
H 11.668 13.014 18.610 0.8 -0.6 -0.3
H 13.454 14.713 16.986 -0.6 -0.2 0.0
H 11.653 14.830 17.343 1.0 -0.7 -0.4
O 17.156 10.248 13.784 0.9 0.9 1.3
C 16.467 9.663 12.897 -2.6 -2.3 -2.6
C 16.876 8.387 12.340 0.6 1.4 0.0
C 16.107 7.699 11.409 -0.8 1.0 0.9
C 14.856 8.244 11.003 0.3 -2.0 -0.3
C 14.430 9.443 11.500 -0.9 0.6 -0.3
C 15.175 10.170 12.406 2.6 0.9 1.9
C 14.887 11.560 12.917 -0.7 0.1 -0.8
O 15.646 12.063 13.837 -1.0 -0.8 -0.8
O 13.935 12.194 12.359 1.1 -0.9 0.6
H 16.486 11.190 14.032 0.3 0.1 -0.4
H 17.924 8.168 12.598 -0.6 -0.6 -0.1
H 16.383 6.697 11.118 0.2 0.0 -0.4
H 14.168 7.630 10.375 0.7 0.7 0.4
H 13.454 9.811 11.176 0.3 0.2 0.2
```
Forces are in eV/Å.

Total charge = -2
Multiplicity = 5
HOMO level = -1.571 eV

Atomic partial charges in e from the Mulliken method, atoms 1 to 8:
1. Ho 0.6427
2. O -0.7702
3. C 0.3177
4. O -0.2084
5. C 0.3650
6. C -0.6465
7. C -0.4580
8. C -0.7504

No. 2
The following is a DFT calculation (ωB97M-V with the def2-TZVPD basis set) of C28H23ClO4SW as an isolated structure.

The geometry in XYZ format:
```
58
Properties=species:S:1:pos:R:3:forces:R:3
W -0.268 0.863 0.365 -0.3 0.4 -1.2
C 2.770 1.363 2.621 0.0 0.0 -0.1
C 1.305 1.052 2.663 0.1 0.2 0.2
C 0.368 2.030 2.249 -0.3 0.1 1.0
C -1.030 1.786 2.380 0.5 0.1 1.2
C -1.435 0.606 3.038 0.0 0.2 -0.1
C -0.512 -0.351 3.419 0.1 -0.1 0.1
C 0.847 -0.141 3.212 -0.2 0.0 0.0
H 3.367 0.455 2.687 0.0 0.0 0.0
H 3.028 2.003 3.469 0.0 0.0 0.0
H 3.039 1.890 1.706 0.0 0.0 0.0
H 0.721 3.030 2.045 0.0 0.0 -0.4
H -1.720 2.615 2.298 -0.1 -0.1 -0.4
H -2.471 0.480 3.307 -0.2 -0.1 -0.2
H -0.855 -1.253 3.909 0.0 0.0 0.0
H 1.561 -0.900 3.501 0.0 0.0 0.0
O 3.333 2.555 -0.891 -0.1 -0.1 0.1
C 2.153 2.299 -0.987 0.1 0.2 -0.5
O 1.539 1.510 -0.134 0.0 0.0 0.1
C 1.325 2.798 -2.133 0.0 0.0 -0.1
C 1.984 2.975 -3.347 0.0 0.0 0.1
C 1.299 3.384 -4.477 0.0 0.0 0.0
C -0.064 3.634 -4.392 0.0 0.0 0.0
C -0.725 3.489 -3.185 0.0 0.0 0.1
C -0.043 3.076 -2.041 0.1 0.1 0.1
S -0.940 3.060 -0.512 0.0 -0.4 0.1
H 3.048 2.781 -3.376 0.0 0.0 0.0
H 1.820 3.513 -5.417 0.0 0.0 0.0
H -0.618 3.949 -5.268 0.0 0.0 0.0
H -1.783 3.702 -3.106 0.0 0.0 0.0
O 0.503 -1.110 0.601 0.1 -0.2 0.1
C 0.757 -1.192 -0.653 -0.2 -0.3 -0.3
O 0.267 -0.292 -1.390 0.1 -0.1 0.1
C 1.580 -2.285 -1.192 0.0 -0.2 0.0
C 2.020 -2.234 -2.512 -0.1 0.1 0.1
C 2.782 -3.273 -3.016 0.0 0.0 -0.1
C 3.096 -4.360 -2.212 0.0 0.0 0.0
C 2.658 -4.408 -0.895 0.0 -0.1 0.0
C 1.902 -3.370 -0.379 0.0 0.1 0.0
H 1.757 -1.375 -3.115 0.0 0.0 0.0
H 3.132 -3.236 -4.040 0.0 0.0 0.0
H 3.683 -5.175 -2.614 0.0 0.0 0.0
H 2.908 -5.256 -0.272 0.0 0.0 0.0
H 1.551 -3.383 0.644 0.0 0.0 0.0
Cl -5.161 -3.224 3.738 0.0 -0.1 0.0
C -4.356 -2.263 2.536 0.0 0.1 -0.1
C -3.259 -2.774 1.860 0.0 -0.1 0.1
C -2.603 -1.988 0.928 0.0 0.2 0.0
C -3.001 -0.672 0.670 -0.3 -0.2 -0.1
C -2.283 0.207 -0.308 0.1 -0.1 0.1
C -4.156 -0.218 1.313 0.2 0.1 0.0
C -4.830 -0.995 2.241 0.0 0.0 0.1
H -2.931 -3.786 2.061 0.0 0.0 0.0
H -1.762 -2.408 0.393 0.1 0.0 0.0
H -2.944 1.027 -0.581 0.2 0.2 0.1
H -2.110 -0.362 -1.225 0.1 0.0 0.0
H -4.527 0.775 1.085 0.0 0.0 0.0
H -5.720 -0.624 2.732 0.0 0.0 0.0
```
Forces are in eV/Å.

Total charge = 0
Multiplicity = 3
HOMO level (spin up / spin down) = -7.500 / -7.859 eV

Atomic partial charges in e from the Mulliken method, atoms 1 to 8:
1. W 0.8347
2. C -1.5689
3. C 1.4599
4. C -0.3437
5. C -0.7820
6. C -0.5436
7. C -0.3898
8. C -0.7144

No. 3
The following is a DFT calculation (ωB97M-V with the def2-TZVPD basis set) of C49H60AsCl3DyN3OP2SSi as an isolated structure.

The geometry in XYZ format:
```
122
Properties=species:S:1:pos:R:3:forces:R:3
Dy 11.487 16.369 13.327 0.6 0.2 -2.2
C 9.687 21.690 12.803 -1.4 0.2 0.4
C 10.574 20.445 13.030 1.0 0.8 -0.6
C 11.915 20.967 13.695 0.2 -0.6 0.1
P 9.882 18.759 13.530 0.2 -1.1 -0.3
C 8.103 18.714 12.919 0.1 1.2 0.1
C 8.082 18.559 11.404 0.1 -0.3 -0.5
C 7.188 17.711 13.614 -0.6 0.6 1.8
C 9.847 18.494 15.336 -0.7 1.3 0.7
C 9.292 19.605 16.008 -0.2 -1.7 1.9
C 8.942 19.479 17.394 -0.3 0.3 -0.5
C 9.239 18.260 18.073 0.7 0.5 -1.1
C 9.898 17.190 17.434 -0.9 1.8 -0.1
C 10.155 17.243 16.048 0.0 0.5 -1.1
N 10.644 16.195 15.334 -0.6 -0.6 2.2
C 10.968 14.965 16.022 -0.2 1.7 -0.8
C 12.157 14.906 16.767 -1.0 -1.1 0.2
C 12.337 13.766 17.539 1.4 -0.1 0.2
C 11.465 12.690 17.520 -1.2 0.5 -0.3
C 10.310 12.771 16.759 0.0 0.5 -0.5
C 10.103 13.871 15.909 -0.8 -0.2 0.8
P 8.489 14.134 15.028 0.0 -0.3 0.1
C 7.278 13.821 16.435 -0.7 -1.4 1.2
C 6.016 14.664 16.257 -0.2 0.2 -0.7
C 6.752 12.353 16.701 0.1 0.6 0.4
C 8.257 12.651 13.902 1.5 0.1 0.1
C 8.751 11.240 14.305 0.2 1.9 0.2
C 6.840 12.679 13.383 -1.0 1.1 1.2
H 10.304 22.611 12.648 -0.4 -0.8 0.0
H 8.992 21.904 13.662 0.8 -0.1 -0.5
H 8.992 21.580 11.939 0.6 0.0 0.4
H 10.895 20.120 12.012 -0.1 0.3 0.5
H 11.756 21.499 14.679 0.0 -0.8 -0.9
H 12.348 21.739 12.994 -0.3 -0.9 0.7
H 12.662 20.123 13.832 -0.8 1.0 -0.2
H 7.717 19.727 13.094 -0.3 -0.1 0.3
H 8.520 17.596 11.115 0.1 0.3 -0.1
H 8.568 19.390 10.868 0.3 -0.3 0.3
H 7.060 18.570 11.009 -0.1 -0.1 0.3
H 7.543 16.666 13.691 -0.2 0.4 -0.6
H 6.178 17.838 13.182 0.4 -0.6 -0.2
H 7.000 18.009 14.693 0.5 -0.2 -1.0
H 9.063 20.521 15.453 0.1 -0.3 0.3
H 8.340 20.322 17.840 0.9 -1.1 -0.1
H 9.071 18.133 19.135 -0.3 0.2 0.1
H 10.188 16.324 17.986 0.0 -0.5 0.3
H 12.840 15.741 16.765 0.0 -0.1 0.1
H 13.216 13.691 18.181 -0.1 0.1 -0.2
H 11.533 11.825 18.135 0.6 -0.4 0.6
H 9.500 12.052 16.891 0.6 -0.1 -0.3
H 7.764 14.139 17.406 -0.2 -0.2 -1.1
H 5.155 14.119 15.797 0.5 0.2 0.8
H 6.237 15.403 15.523 0.1 0.9 -0.7
H 5.778 15.243 17.143 -0.5 -0.3 0.3
H 6.053 11.960 15.954 0.3 0.4 0.0
H 6.163 12.359 17.640 0.4 0.0 -0.2
H 7.567 11.643 16.766 -0.1 -0.2 0.4
H 8.979 12.926 13.106 -0.7 0.2 -0.1
H 8.475 11.082 15.331 0.1 -0.8 0.1
H 9.825 11.228 14.150 0.2 -0.3 0.4
H 8.337 10.544 13.619 -0.6 -0.9 -0.4
H 6.530 13.715 13.118 0.1 -0.5 0.2
H 6.088 12.254 14.108 0.8 0.5 -0.7
H 6.776 12.114 12.506 -0.1 -1.0 -1.5
S 12.023 11.019 12.396 -0.4 1.5 1.2
C 12.705 9.480 12.262 0.0 -2.3 0.0
C 13.167 8.640 13.331 0.6 1.9 0.5
C 13.683 7.380 13.049 0.1 0.5 1.5
C 13.532 6.841 11.790 -0.6 -1.3 -0.4
C 12.854 7.509 10.766 0.8 1.2 -0.3
C 12.575 8.879 10.971 -0.2 -0.4 0.4
As 11.584 10.137 9.803 0.2 -0.8 0.1
C 12.051 9.091 8.190 0.3 0.4 -0.6
C 13.440 8.886 7.970 0.1 0.2 0.6
C 13.875 8.223 6.824 -0.8 0.0 -0.7
C 12.899 7.802 5.848 -0.2 1.0 1.2
C 11.533 8.130 6.019 1.6 0.3 1.0
C 11.132 8.816 7.174 0.6 -1.0 0.1
C 9.839 9.254 10.173 0.3 0.6 -0.3
C 9.610 8.442 11.269 -0.9 -0.4 0.0
C 8.363 7.771 11.419 1.8 0.5 2.2
C 7.340 7.967 10.555 0.7 0.4 -1.3
C 7.597 8.852 9.489 -2.4 -0.6 -0.6
C 8.780 9.513 9.292 0.1 -0.3 0.1
H 13.221 9.135 14.360 0.0 -1.0 -1.5
H 14.182 6.807 13.876 -0.6 0.5 -1.0
H 13.770 5.783 11.709 0.2 0.1 -0.4
H 12.711 7.041 9.765 0.0 0.4 1.0
H 14.186 9.241 8.771 -1.2 -0.7 -1.4
H 14.963 8.070 6.693 -0.8 -0.1 -0.2
H 13.189 7.262 4.971 0.3 -0.2 -0.4
H 10.752 7.855 5.340 0.0 -0.3 -0.6
H 10.063 8.955 7.320 0.3 0.2 0.0
H 10.371 8.326 12.035 0.0 -0.1 -0.2
H 8.234 7.221 12.371 0.0 0.0 -0.8
H 6.461 7.351 10.617 -0.5 0.3 0.0
H 6.746 8.973 8.785 0.7 0.2 0.3
H 8.875 10.160 8.418 0.1 0.0 0.4
O 12.745 14.370 13.345 0.0 -2.5 -0.1
H 13.029 14.048 14.223 0.0 0.2 -0.4
H 12.402 13.520 12.921 0.6 1.1 0.4
N 9.960 15.640 11.600 0.3 0.3 0.9
C 9.889 15.109 10.542 -0.6 -0.3 0.0
Cl 10.808 16.640 7.655 0.9 0.9 -1.4
Si 9.765 15.334 8.776 -0.9 -0.8 1.3
Cl 9.859 13.414 8.092 0.1 -0.1 -0.7
Cl 7.804 16.038 8.678 -0.1 -0.1 -0.4
C 13.644 18.246 15.980 -0.5 -0.6 -0.1
C 14.280 17.628 14.784 1.5 -1.1 -2.8
C 15.669 17.306 14.535 -2.4 0.1 0.3
C 15.791 16.926 13.189 -2.2 0.1 -0.8
C 14.471 17.050 12.624 2.4 0.5 2.7
C 14.039 16.908 11.271 -2.2 -1.9 -2.3
N 13.571 17.419 13.557 1.7 1.4 2.3
H 12.767 18.874 15.624 1.1 -0.4 0.9
H 14.470 18.762 16.491 -0.7 0.4 0.1
H 13.275 17.467 16.687 -0.1 0.8 -0.3
H 16.446 17.209 15.267 0.2 0.3 0.4
H 16.651 16.515 12.686 0.1 0.1 -0.1
H 14.049 17.766 10.592 0.2 0.2 0.3
H 12.915 16.555 11.250 1.9 0.5 -0.3
H 14.634 16.107 10.811 -0.3 0.1 -0.3
```
Forces are in eV/Å.

Total charge = -2
Multiplicity = 6
HOMO level (spin up / spin down) = -0.451 / 0.409 eV

Atomic partial charges in e from the Mulliken method, atoms 1 to 8:
1. Dy -1.3991
2. C -1.3827
3. C 0.5252
4. C -1.2529
5. P 0.7316
6. C 0.8958
7. C -1.1987
8. C -1.6500

> Look up the multiplicity of the third one.

6